No. 1
C38H27F6N3O4OsSb | ωB97M-V/def2-TZVPD

Geometry (Å):
Os1 -1.63 -0.69 -0.17
O1 1.42 -2.89 2.49
C1 1.44 -1.95 3.45
C2 2.22 -2.18 4.58
C3 2.26 -1.27 5.61
C4 1.53 -0.09 5.53
C5 0.78 0.18 4.41
C6 0.72 -0.74 3.35
C7 -0.09 -0.44 2.20
O2 -0.29 -1.34 1.24
N1 -0.66 0.76 2.09
N2 -1.41 0.90 1.02
C8 -2.09 2.07 0.87
C9 -2.92 2.40 -0.20
C10 -3.52 3.68 -0.21
C11 -4.31 4.12 -1.26
C12 -4.58 3.27 -2.33
C13 -4.03 2.00 -2.35
C14 -3.19 1.53 -1.33
O3 -2.69 0.33 -1.44
H1 0.79 -2.61 1.79
H2 2.78 -3.10 4.62
H3 2.86 -1.47 6.49
H4 1.54 0.62 6.35
H5 0.22 1.09 4.31
H6 -1.98 2.78 1.67
H7 -3.35 4.33 0.63
H8 -4.73 5.11 -1.23
H9 -5.21 3.60 -3.14
H10 -4.23 1.32 -3.16
F1 -0.93 -2.53 -2.32
C15 -1.56 -2.53 -1.08
F2 -0.85 -3.46 -0.38
F3 -2.76 -3.13 -1.32
O4 -3.35 -1.31 1.48
N3 -3.22 -2.28 2.31
C16 -3.15 -3.56 1.88
C17 -3.09 -4.61 2.76
C18 -3.11 -4.37 4.13
C19 -3.14 -3.05 4.55
C20 -3.18 -2.03 3.64
H11 -3.17 -3.69 0.81
H12 -3.04 -5.61 2.37
H13 -3.10 -5.18 4.83
H14 -3.15 -2.81 5.60
H15 -3.20 -0.98 3.91
F4 6.65 1.28 0.86
C21 5.44 0.95 0.36
C22 4.72 -0.05 0.98
C23 3.48 -0.40 0.45
C24 2.99 0.25 -0.67
C25 3.73 1.25 -1.27
C26 4.97 1.61 -0.76
Sb1 1.11 -0.40 -1.55
C27 1.96 -0.71 -3.52
C28 2.19 0.32 -4.42
C29 2.80 0.07 -5.63
C30 3.17 -1.23 -5.93
F5 3.77 -1.49 -7.11
C31 2.95 -2.28 -5.05
C32 2.34 -2.00 -3.84
C33 0.38 1.61 -1.87
C34 -0.47 1.89 -2.94
C35 -1.01 3.15 -3.09
C36 -0.72 4.12 -2.14
F6 -1.24 5.36 -2.29
C37 0.10 3.86 -1.06
C38 0.64 2.59 -0.93
H16 5.12 -0.55 1.85
H17 2.92 -1.20 0.91
H18 3.35 1.76 -2.14
H19 5.56 2.39 -1.22
H20 1.89 1.33 -4.18
H21 2.99 0.85 -6.35
H22 3.25 -3.28 -5.32
H23 2.15 -2.80 -3.15
H24 -0.71 1.12 -3.66
H25 -1.67 3.39 -3.91
H26 0.30 4.63 -0.34
H27 1.28 2.37 -0.09

The energy relative to the best compared isomer or geometry (same formula, charge and spin) is 252.9 kJ/mol. As for the expectation value of S²: 0.85. The value obtained for the HOMO energy (spin up / spin down) is -7.32 / -7.27 eV. The value obtained for the electronic energy is -77810.88006 eV. The spin multiplicity is 2.



No. 2
C2H8N4S | ωB97M-V/def2-TZVPD

Geometry (Å):
N1 0.68 1.73 1.31
N2 0.48 1.45 -0.04
C1 -0.16 0.36 -0.27
C2 -0.44 0.01 -1.70
S1 0.37 -1.54 -2.25
N3 -0.61 -0.50 0.75
N4 0.39 -1.14 1.53
H1 -0.19 1.53 1.87
H2 0.90 2.73 1.40
H3 -1.49 -0.05 -1.89
H4 -0.04 0.82 -2.33
H5 -0.59 -2.37 -1.87
H6 -1.29 -1.19 0.42
H7 1.18 -1.39 0.92
H8 0.80 -0.44 2.14

The energy relative to the best compared isomer or geometry (same formula, charge and spin) is 55.9 kJ/mol. As for the SMILES: N/N=C(/CS)NN. The value obtained for the HOMO energy is -8.65 eV. The value obtained for the electronic energy is -18997.55669 eV. The spin multiplicity is 1.



No. 3
C3H11NO4S2 | ωB97M-V/def2-TZVPD

Geometry (Å):
N1 1.13 -0.98 -0.11
C1 0.14 0.07 -0.40
C2 -1.32 -0.36 -0.40
S1 -1.81 -1.27 -1.91
S2 -1.16 -3.16 -1.79
C3 0.30 1.07 0.74
O1 0.19 0.90 1.94
O2 0.55 2.32 0.24
H1 0.86 -1.62 0.70
H2 1.40 -1.46 -0.91
H3 0.46 0.60 -1.37
H4 -2.01 0.51 -0.38
H5 -1.60 -0.94 0.56
H6 -2.09 -3.84 -1.09
H7 0.67 3.00 0.90
O3 2.19 3.16 -1.70
H8 1.54 3.44 -2.33
H9 1.63 2.71 -1.08
O4 -0.25 -1.67 2.55
H10 0.01 -0.71 2.50
H11 -0.82 -1.78 3.36

The energy relative to the best compared isomer or geometry (same formula, charge and spin) is 46.5 kJ/mol. As for the SMILES: N[C@@H](CSS)C(=O)O.O.O. The value obtained for the HOMO energy is -9.12 eV. The value obtained for the electronic energy is -34640.16898 eV. The spin multiplicity is 1.



No. 4
C7H16O3 | ωB97M-V/def2-TZVPD

Geometry (Å):
C1 2.28 1.26 0.55
C2 2.05 -0.04 0.41
C3 0.75 -0.70 0.62
C4 -0.04 -1.14 -0.60
C5 0.46 -1.57 -1.75
C6 0.24 -0.93 1.83
C7 -1.07 -1.57 2.17
H1 1.50 1.91 0.95
H2 3.26 1.71 0.61
H3 2.84 -0.74 0.18
H4 -1.09 -1.18 -0.39
H5 -0.13 -1.73 -2.63
H6 1.55 -1.60 -1.94
H7 0.81 -0.65 2.72
H8 -1.64 -1.21 3.02
H9 -1.75 -1.66 1.34
H10 -0.64 -2.55 2.45
O1 -0.77 2.17 1.20
H11 -1.20 1.71 0.46
H12 -1.50 2.26 1.81
O2 0.17 0.91 -2.86
H13 0.49 0.70 -1.98
H14 0.03 1.84 -3.02
O3 -2.16 1.29 -1.58
H15 -1.55 0.81 -2.18
H16 -2.89 0.68 -1.39

The energy relative to the best compared isomer or geometry (same formula, charge and spin) is 242.2 kJ/mol. As for the SMILES: C=CC(C=C)=CC.O.O.O. The value obtained for the HOMO energy is -8.67 eV. The value obtained for the electronic energy is -13658.77560 eV. The spin multiplicity is 1.



No. 5
C6H10N | ωB97M-V/def2-TZVPD

Geometry (Å):
C1 -0.57 -0.76 1.27
C2 0.03 0.32 0.96
C3 2.14 0.99 0.49
C4 -0.48 -1.99 0.21
C5 0.80 1.24 0.29
C6 0.31 2.18 -0.77
N1 -1.80 -2.06 -0.37
H1 -1.06 -0.89 2.22
H2 2.79 1.59 -0.05
H3 2.59 0.25 1.16
H4 0.25 -1.58 -0.63
H5 -0.28 -2.99 0.49
H6 0.54 1.94 -1.80
H7 0.71 3.12 -0.51
H8 -0.80 2.20 -0.60
H9 -2.36 -2.88 -0.25
H10 -2.37 -1.34 -0.68

The energy relative to the best compared isomer or geometry (same formula, charge and spin) is 294.0 kJ/mol. The charge is +1. The value obtained for the HOMO energy (spin up / spin down) is -13.17 / -13.17 eV. The value obtained for the electronic energy is -7863.30135 eV. The spin multiplicity is 1.



No. 6
C27H50N4O9P2S | ωB97M-V/def2-TZVPD

Geometry (Å):
H1 -0.19 -5.59 -1.23
N1 -0.25 -4.86 -0.48
C1 -1.54 -4.69 -0.05
C2 -2.68 -5.66 -0.78
C3 -1.97 -3.57 1.11
C4 -2.64 -2.32 0.27
C5 -1.83 -0.91 0.08
C6 -0.35 -0.53 0.69
C7 0.85 -1.56 0.30
N2 0.97 -1.91 -1.17
C8 2.40 -2.36 -1.46
C9 2.88 -3.68 -0.62
C10 0.80 -0.66 -2.06
C11 1.66 0.73 -1.90
O1 -0.11 -0.79 -3.06
C12 -2.57 0.29 -0.82
C13 -4.06 0.14 -1.50
C14 -4.88 -1.27 -1.30
N3 -6.26 -1.51 -1.91
S1 -6.57 -3.14 -1.32
N4 -5.15 -3.57 -0.39
C15 -4.14 -2.43 -0.41
H2 -2.17 -6.53 -1.41
H3 -3.23 -4.97 -1.58
H4 -3.49 -6.07 -0.03
H5 -1.09 -3.27 1.81
H6 -2.84 -4.06 1.76
H7 -0.06 0.60 0.46
H8 -0.46 -0.58 1.88
H9 0.79 -2.49 1.02
H10 1.87 -1.01 0.59
H11 2.46 -2.63 -2.62
H12 3.20 -1.52 -1.28
H13 3.06 -4.61 -1.32
H14 3.93 -3.43 -0.13
H15 2.15 -4.03 0.23
H16 1.57 1.24 -0.85
H17 1.25 1.50 -2.70
H18 2.79 0.53 -2.18
H19 -2.00 1.30 -0.99
H20 -4.46 1.05 -2.14
C16 -7.68 4.13 4.64
C17 -8.26 3.38 3.45
O2 -7.33 2.46 2.91
P1 -6.90 1.16 3.84
O3 -8.22 0.39 3.61
O4 -6.06 0.31 2.67
C18 -6.58 -0.95 2.24
C19 -7.63 -0.78 1.15
O5 -5.42 2.03 4.09
C20 -4.98 2.22 5.43
C21 -5.19 1.04 6.35
H21 -7.59 3.46 5.50
H22 -8.34 4.96 4.94
H23 -6.69 4.53 4.40
H24 -9.19 2.86 3.73
H25 -8.51 4.09 2.66
H26 -6.97 -1.51 3.09
H27 -5.74 -1.54 1.85
H28 -8.35 0.02 1.33
H29 -8.18 -1.72 1.00
H30 -7.14 -0.53 0.20
H31 -5.47 3.11 5.84
H32 -3.91 2.46 5.38
H33 -6.22 0.68 6.34
H34 -4.94 1.32 7.38
H35 -4.55 0.20 6.06
C22 8.14 4.78 -3.58
C23 7.19 3.80 -4.23
O6 7.68 2.47 -4.15
P2 7.80 1.77 -2.65
O7 6.28 1.51 -2.51
O8 8.14 0.22 -3.15
C24 7.19 -0.81 -2.88
C25 6.10 -0.87 -3.95
O9 9.50 2.06 -2.81
C26 10.16 2.75 -1.76
C27 9.72 2.36 -0.37
H36 8.13 4.67 -2.50
H37 7.85 5.82 -3.81
H38 9.17 4.63 -3.94
H39 6.20 3.85 -3.77
H40 7.08 4.04 -5.29
H41 6.76 -0.68 -1.88
H42 7.72 -1.77 -2.85
H43 5.72 0.11 -4.26
H44 5.26 -1.49 -3.61
H45 6.51 -1.33 -4.85
H46 10.05 3.82 -1.91
H47 11.23 2.53 -1.87
H48 8.63 2.44 -0.24
H49 10.19 3.02 0.37
H50 10.00 1.33 -0.14

As for the SMILES: [H]/N=C(\C)Cc1c(CCN(CC)C(C)=O)ccc2nsnc12.CCOP(=O)(OCC)OCC.CCOP(=O)(OCC)OCC. The value obtained for the HOMO energy is -8.08 eV. The value obtained for the electronic energy is -82593.24735 eV. The spin multiplicity is 1.



No. 7
C4H7N5 | ωB97M-V/def2-TZVPD

Geometry (Å):
N1 0.35 -0.07 -0.24
C1 -1.09 0.34 0.03
C2 0.25 -0.46 1.19
N2 0.81 -1.03 -1.18
N3 -2.12 0.41 -0.84
C3 0.92 1.63 -0.55
C4 1.15 -1.03 1.96
N4 -1.07 -0.02 1.30
N5 -0.06 2.33 -0.63
H1 0.29 -1.90 -1.08
H2 0.65 -0.66 -2.11
H3 -3.03 0.34 -0.41
H4 -2.06 1.14 -1.53
H5 1.99 1.61 -0.45
H6 2.10 -1.36 1.56
H7 0.92 -1.26 2.99

The energy relative to the best compared isomer or geometry (same formula, charge and spin) is 594.8 kJ/mol. The value obtained for the HOMO energy is -8.34 eV. The value obtained for the electronic energy is -11707.31289 eV. The spin multiplicity is 1.



No. 8
C24H43BF4P2Pd | ωB97M-V/def2-TZVPD

Geometry (Å):
Pd1 2.76 -0.10 0.47
C1 1.74 -3.70 1.27
C2 1.62 -3.41 -0.13
C3 3.28 -2.01 0.75
C4 2.65 -2.83 1.85
C5 2.49 -2.35 -0.45
C6 0.99 -4.76 1.98
H1 0.11 -5.06 1.40
H2 0.65 -4.42 2.97
H3 1.59 -5.66 2.15
C7 3.06 -2.75 3.24
H4 2.20 -2.92 3.89
H5 3.46 -1.76 3.46
H6 3.85 -3.46 3.50
C8 4.78 -1.87 0.62
H7 5.10 -2.33 -0.34
H8 5.34 -2.32 1.45
H9 4.92 -0.76 0.57
C9 2.78 -1.81 -1.79
H10 3.47 -2.47 -2.33
H11 3.22 -0.81 -1.62
H12 1.86 -1.66 -2.36
C10 0.86 -4.20 -1.15
H13 1.52 -4.89 -1.70
H14 0.42 -3.51 -1.88
H15 0.06 -4.79 -0.68
C11 -1.53 -1.10 1.65
C12 -1.67 -2.37 1.23
C13 -2.53 -2.89 0.14
C14 -2.82 -1.82 -0.92
C15 -1.57 -1.44 -1.66
C16 -0.70 -0.47 -1.38
C17 -0.64 0.45 -0.22
C18 -1.68 0.21 0.90
H16 -3.48 -3.26 0.55
H17 -3.27 -0.95 -0.43
H18 -2.08 -3.79 -0.31
H19 -2.71 0.38 0.55
H20 -1.21 -0.96 2.70
H21 -1.23 -3.14 1.86
H22 -1.51 0.98 1.67
H23 0.37 0.45 0.24
H24 0.16 -0.37 -2.06
H25 -0.75 1.49 -0.58
H26 -3.55 -2.19 -1.65
H27 -1.44 -2.01 -2.60
P1 -1.89 3.48 -0.78
P2 0.45 4.75 -2.14
C19 -2.26 5.17 -1.51
C20 -0.95 5.95 -1.74
H28 -2.94 5.70 -0.82
H29 -2.80 5.03 -2.47
H30 -1.04 6.66 -2.58
H31 -0.67 6.51 -0.84
C21 1.64 6.10 -2.55
H32 2.52 5.66 -3.04
H33 1.97 6.58 -1.62
H34 1.17 6.84 -3.21
C22 -0.12 4.48 -3.88
H35 -0.46 5.42 -4.34
H36 -0.94 3.74 -3.91
H37 0.72 4.08 -4.46
C23 -2.16 3.95 0.98
H38 -2.15 3.04 1.60
H39 -3.14 4.45 1.08
H40 -1.36 4.62 1.31
C24 -3.54 2.75 -1.14
H41 -3.73 2.81 -2.22
H42 -4.32 3.28 -0.59
H43 -3.54 1.69 -0.85
F1 0.08 -1.57 4.16
B1 -0.30 -2.66 5.00
F2 -0.58 -2.19 6.28
F3 -1.41 -3.34 4.43
F4 0.82 -3.56 5.05

The energy relative to the best compared isomer or geometry (same formula, charge and spin) is 0.0 kJ/mol. As for the expectation value of S²: 6.02. The charge is +2. The value obtained for the HOMO energy (spin up / spin down) is -13.15 / -14.62 eV. The value obtained for the electronic energy is -59172.18463 eV. The spin multiplicity is 5.